C6H22NO5 | ωB97M-V/def2-TZVPD

Structure (XYZ):
```
34
Properties=species:S:1:pos:R:3
O 1.1090 -0.3208 -2.9186
O 2.9192 0.7220 -0.4810
O -1.9142 0.3677 -1.9793
O 0.2422 -2.7026 -2.1527
O -1.9908 2.8103 0.8315
N 0.1003 1.5539 -0.2868
C 0.8343 -1.6428 1.2740
C -1.2102 -0.0805 1.2722
C -0.6375 -1.4484 0.9786
C -0.3291 1.1827 1.1076
C 1.1127 -1.4513 2.7558
C -1.2723 2.2575 1.6157
H -0.8376 -1.5953 -0.1019
H 0.6609 -0.6256 3.3193
H 0.6116 1.0092 1.6455
H 3.5069 1.4793 -0.6406
H 2.1747 -1.3510 2.9842
H 0.9517 -2.9782 -1.5606
H -0.0982 0.7510 -0.8922
H 2.8008 0.5054 -1.4156
H -2.8095 0.0185 -1.8076
H 0.6155 -1.0780 -2.5657
H -1.4471 -0.2708 -2.5157
H -1.5766 0.0845 2.3006
H -0.0568 -3.5581 -2.5366
H 1.1923 -2.6634 1.0596
H 1.9472 -0.5576 -3.3161
H -2.1187 0.0574 0.6732
H -1.2749 2.3663 2.7160
H 1.4224 -1.0358 0.5597
H 0.6466 -2.3302 3.2307
H -0.3824 2.3545 -0.6985
H 1.1146 1.6687 -0.3818
H -1.2440 -2.2460 1.4143
```

Computed properties:
**Charge**: +1
**Largest force on an atom**: 0.032 hartree/bohr
**Orbital gap**: 11.19 eV
**Energy**: -672.521328 Eh
**Relative energy (zero: lowest compared OMol25 entry of this formula, charge and spin)**: 10.0 kcal per mole

C38H60BrN3O5PS | ωB97M-V/def2-TZVPD

Structure (XYZ):
```
109
Properties=species:S:1:pos:R:3
Br -5.9863 1.7396 -3.2171
S -5.1086 6.0767 -0.3019
P -6.1455 0.5245 2.1300
O 6.4918 -6.1497 4.3439
O -5.8635 -0.9707 1.6452
O -7.5973 -0.9635 -0.5257
O 4.2619 -3.3643 0.3320
O -4.7268 1.2477 2.1080
N -6.9711 0.6645 3.4009
N -6.8600 1.7328 -0.5726
N -8.0186 -0.3665 -2.7991
C -6.1302 0.7786 -1.5315
C -5.9127 3.7039 0.9020
C 8.7555 3.5987 -1.0925
C -3.6534 1.4149 -0.8850
C -8.2146 -0.0465 0.3443
C 9.7960 4.6318 -0.6256
C 9.0063 -4.0527 1.7364
C 2.1647 0.7728 -1.2788
C 3.4960 0.0188 -1.4253
C 1.7663 -5.6049 2.8310
C 8.4294 -3.3581 0.6786
C -1.6389 -0.1124 -1.3464
C -2.3692 0.7877 -0.3293
C 4.5184 -5.5589 3.1928
C 5.9905 -0.0237 -0.8397
C 8.2091 -4.7569 2.6235
C 2.3461 -6.3357 3.8625
C -7.0543 -0.5040 -1.7419
C 0.9246 -0.1265 -1.1886
C -7.2749 1.0941 0.7411
C 4.7708 -4.0248 1.2141
C 4.6039 0.5653 -0.5234
C -6.1003 5.2213 0.9708
C 6.2488 -4.0621 1.4039
C -0.3134 0.4779 -1.8596
C 2.5586 -4.8535 1.9802
C 7.0549 -3.3644 0.5128
C 8.5331 2.4344 -0.1074
C 3.7181 -6.3112 4.0450
C 3.9378 -4.8299 2.1547
C -4.7427 0.3608 -1.0754
C -6.3683 3.1899 -0.4593
C -9.9823 1.1474 -2.4348
C 6.8288 -4.7672 2.4594
C 6.9879 0.9414 -1.5173
C 5.9947 -5.5463 3.4190
C -9.4591 -0.2912 -2.5567
C 8.3427 1.0816 -0.7910
H -1.4337 -1.0793 -0.8809
H -3.4324 1.8901 -1.8439
H 6.4337 -0.4011 0.0849
H -0.3067 1.5616 -1.6981
H 3.3535 -1.0415 -1.1952
H -7.2144 3.7884 -0.7987
H -6.3383 -1.2796 -2.0123
H -9.9239 -0.7557 -3.4237
H 2.1307 -4.2800 1.1688
H -9.2750 1.8419 -2.8966
H 0.6877 -0.3362 -0.1393
H 4.3380 0.3591 0.5174
H -7.8050 -1.0282 -3.5290
H -5.4213 -1.4843 2.3430
H -7.8680 1.8534 1.2480
H 10.6938 4.6156 -1.2453
H 8.6364 -5.3071 3.4509
H -2.6043 0.2271 0.5827
H -7.1483 5.4867 0.8419
H -5.7953 5.5687 1.9569
H 2.0389 1.4495 -2.1299
H -7.7518 1.8429 -1.0689
H 8.4376 0.2886 -0.0427
H -0.2404 0.3355 -2.9405
H -1.7018 1.5974 -0.0250
H 7.1648 0.6167 -2.5445
H -4.8540 3.4908 1.0617
H 7.6385 2.6416 0.4916
H -9.1143 0.3862 -0.1094
H -4.3103 1.4539 1.2580
H 6.5277 1.9324 -1.5892
H 5.8409 -0.8924 -1.4881
H -6.6281 1.2224 4.1709
H 3.8416 0.0770 -2.4625
H 9.3739 2.3755 0.5885
H -9.7501 -0.8983 -1.6941
H 9.4084 5.6511 -0.6557
H -8.5257 -0.5993 1.2286
H -10.1791 1.4623 -1.4058
H 2.2114 1.4138 -0.3924
H 1.7252 -6.9260 4.5237
H 10.1112 4.4447 0.4029
H 7.8066 4.1100 -1.2697
H 9.0543 -2.8121 -0.0166
H -3.9829 2.2205 -0.2163
H 9.1619 0.9323 -1.5011
H 6.5846 -2.8278 -0.2997
H -6.4670 3.2586 1.7304
H 0.6930 -5.6264 2.6914
H 9.0547 3.1858 -2.0599
H -4.8471 -0.2607 -0.1783
H -5.5960 3.3152 -1.2074
H -10.9266 1.2649 -2.9655
H 10.0806 -4.0457 1.8667
H 4.1918 -6.8690 4.8414
H 4.6323 1.6560 -0.6276
H 1.1469 -1.0928 -1.6512
H -4.4059 -0.3297 -1.8516
H -2.2936 -0.3253 -2.1972
H -6.1040 6.8185 -0.8026
```

Computed properties:
**Charge**: +1
**Largest force on an atom**: 0.007 hartree/bohr
**Orbital gap**: 8.65 eV
**Energy**: -5337.776491 Eh
**Relative energy (zero: lowest compared OMol25 entry of this formula, charge and spin)**: 0.0 kcal per mole

C24H42AsF6N2O8S4 | ωB97M-V/def2-TZVPD

Structure (XYZ):
```
87
Properties=species:S:1:pos:R:3
As -11.4051 17.2005 2.1593
S -13.3165 19.5717 11.8096
S -10.5299 28.3058 0.7422
S -20.3407 13.3290 -1.1159
S -3.6630 12.5226 9.7049
F -9.8216 16.9382 1.3186
F -10.6430 16.3445 3.6905
F -12.9000 17.4474 3.1093
F -11.7558 15.4825 1.6687
F -10.8400 18.8123 2.4157
F -12.1090 17.7256 0.6140
O -12.1770 20.5054 11.9509
O -20.1910 12.8904 0.2442
O -21.0575 14.6093 -1.5149
O -10.4396 27.6067 -0.5271
O -14.6715 20.0065 12.1095
O -11.8398 28.9218 1.0559
O -3.3346 13.2063 10.9491
O -4.1998 11.1508 9.8607
N -10.7598 8.7107 4.3752
N -4.8065 15.6547 -6.8056
C -18.7011 13.1606 -3.1579
C -19.4675 11.8028 -3.1573
C -10.2563 7.6234 3.7347
C -8.4955 29.2470 2.2689
C -10.7560 8.4465 5.7232
C -12.9679 18.1935 12.9326
C -4.2830 14.2465 7.5481
C -18.6143 13.5467 -1.7662
C -20.7461 11.8629 -2.2646
C -9.9040 6.7564 4.7275
C -5.1548 16.2761 -4.6965
C -6.2078 16.4899 -5.4394
C -9.1195 29.4013 0.8651
C -4.8932 13.5445 8.8395
C -2.4843 12.6360 8.2918
C -9.4515 28.4233 3.1997
C -12.7460 17.0943 10.7422
C -13.2432 18.4913 10.2325
C -4.2145 15.7858 -5.5629
C -6.0630 16.1207 -6.7400
C -10.3069 7.1631 5.9953
C -2.7256 14.0287 7.5005
C -12.1014 17.1296 12.1398
C -10.0775 27.3415 2.2983
H -5.0010 16.4124 -3.6362
H -12.5738 18.5130 13.8973
H -20.7720 11.0528 -1.5357
H -1.4537 12.4012 8.5582
H -17.7046 13.0159 -3.5753
H -7.5170 28.8132 2.0629
H -12.1074 16.5755 10.0273
H -5.7422 12.8945 8.6280
H -9.2697 26.6739 1.9986
H -5.1460 14.3375 9.5433
H -3.1787 15.4817 -5.5282
H -12.2840 16.1290 12.5314
H -10.2971 6.5631 6.8933
H -12.6386 18.9134 9.4297
H -13.9644 17.8051 13.1428
H -19.2116 13.9544 -3.7032
H -18.0240 12.8914 -1.1257
H -9.7101 5.7119 4.5332
H -6.7437 16.0865 -7.5778
H -9.3542 30.4135 0.5359
H -8.9271 27.9393 4.0237
H -4.7916 13.8025 6.6923
H -11.0432 9.3663 6.2110
H -18.3449 14.5925 -1.6189
H -21.6315 12.0253 -2.8792
H -10.1681 29.0830 3.6890
H -18.8937 11.0365 -2.6363
H -14.2143 18.3419 9.7607
H -8.2666 30.2686 2.5723
H -4.3514 15.3825 -7.6652
H -11.0258 17.2876 12.0612
H -2.2521 13.9412 6.5227
H -8.3329 28.9645 0.2498
H -7.0676 16.9629 -4.9885
H -10.2185 7.5669 2.6569
H -2.7961 11.9418 7.5115
H -10.9582 26.8166 2.6682
H -11.1846 9.4936 3.8992
H -13.5736 16.4157 10.9488
H -4.5731 15.2955 7.4895
H -2.2593 14.9260 7.9073
H -19.7342 11.4836 -4.1648
```

Computed properties:
**Charge**: -1
**Largest force on an atom**: 0.132 hartree/bohr
**Orbital gap**: 8.68 eV
**Energy**: -6078.830112 Eh
**Relative energy (zero: lowest compared OMol25 entry of this formula, charge and spin)**: 91.6 kcal per mole

C4H35O15 | ωB97M-V/def2-TZVPD

Structure (XYZ):
```
54
Properties=species:S:1:pos:R:3
O -3.6945 0.0865 -0.5729
O -1.6407 -3.6631 -1.8421
O 2.0404 1.3160 -3.0193
O 1.0904 -1.9580 -0.0177
O -0.5758 0.7222 -3.4336
O -1.2778 -0.3766 3.3845
O 2.8114 0.8058 1.9857
O -0.8840 -2.4389 1.6261
O 1.3408 0.0001 4.2349
O -2.5088 2.4016 -1.5868
O 4.0913 0.1598 -1.5537
O -1.4924 3.4599 0.7224
O -2.4816 -1.1426 -2.6220
O -2.7783 1.2862 1.8143
O 3.5389 -1.6989 0.4332
C 0.8885 -0.9073 -0.8698
C 1.8426 1.4845 1.1696
C 0.0185 0.2192 -0.2389
C 0.5395 0.6824 1.1295
H -3.0500 0.9123 0.9532
H 2.5458 -1.9206 0.2940
H 3.8282 -2.1749 1.2229
H -1.8728 1.9969 -2.1944
H 0.3473 -1.2730 -1.7628
H -2.3503 2.1410 1.5751
H -1.8504 0.2652 2.9129
H -1.8364 3.1939 -0.1667
H -4.0225 -0.6189 0.0057
H -0.2719 1.2386 1.5928
H -0.4830 -3.0796 2.2351
H -0.1367 -2.1592 1.0462
H -3.2929 -0.3765 -1.3572
H 0.3739 0.8578 -3.1977
H 0.4069 -0.0244 3.9321
H 0.0274 1.0500 -0.9446
H 2.6791 0.7973 -2.4768
H -1.9373 -3.6468 -0.9198
H -3.0268 1.6589 -1.2151
H 2.1817 2.2413 -2.7776
H -1.6921 -0.6223 -2.8871
H -0.5797 3.1541 0.6843
H -0.6441 0.8095 -4.3943
H 1.7357 2.4243 1.7082
H 1.8497 -0.5341 -1.2014
H 3.1199 0.0067 1.5435
H -1.0025 -0.1361 -0.1159
H -0.6807 -3.5991 -1.7344
H 3.9066 -0.3582 -0.7391
H 2.2862 1.6350 0.1787
H -2.1807 -2.0368 -2.3420
H 4.5472 -0.4500 -2.1469
H 1.8821 0.2655 3.4655
H 0.6597 -0.1945 1.7582
H -1.1313 -1.1215 2.7689
```

Computed properties:
**Spin multiplicity**: 2
**Charge**: 0
**Largest force on an atom**: 0.036 hartree/bohr
**Orbital gap (alpha / beta)**: 9.45 / 5.46 eV
**Energy**: -1301.961289 Eh

C5H13ClI2N2OPSTi | ωB97M-V/def2-TZVPD

Structure (XYZ):
```
27
Properties=species:S:1:pos:R:3
I 2.6190 0.0096 -0.2054
I -1.6109 1.7488 1.1676
Ti -0.0700 -0.3440 0.2282
Cl -1.0949 -1.7544 -1.1322
S 0.1300 -1.4356 2.2723
P 0.2176 1.7464 -1.5014
O 1.5825 1.9051 2.4958
N -1.8181 -3.2687 2.4699
N 0.2412 -4.0758 1.7830
C 1.0608 1.1642 1.7899
C 1.2233 1.4915 -3.0008
C 1.0376 3.2065 -0.7590
C -1.2892 2.4893 -2.2048
C -0.5415 -3.0593 2.1424
H -0.0674 -5.0433 1.8186
H 0.4606 3.5945 0.0852
H 2.2720 1.3133 -2.7380
H 1.2018 -3.8848 1.5210
H -1.8786 1.6894 -2.6649
H 1.1297 2.3842 -3.6331
H -2.4022 -2.4804 2.7193
H -0.9886 3.2167 -2.9699
H -2.2263 -4.1959 2.5246
H -1.8806 2.9769 -1.4223
H 2.0458 2.9612 -0.4135
H 0.8266 0.6196 -3.5316
H 1.0991 3.9777 -1.5381
```

Computed properties:
**Spin multiplicity**: 2
**Charge**: +2
**Largest force on an atom**: 0.059 hartree/bohr
**Orbital gap (alpha / beta)**: 7.39 / 4.95 eV
**Energy**: -3027.175058 Eh
**Relative energy (zero: lowest compared OMol25 entry of this formula, charge and spin)**: 0.0 kcal per mole

CH6N2O | ωB97M-V/def2-TZVPD

Structure (XYZ):
```
10
Properties=species:S:1:pos:R:3
O 0.4498 -0.6518 -0.9132
N -1.1109 -0.2877 -1.2540
N -0.1969 0.5174 1.2373
C 0.8192 0.2551 0.2996
H -1.0047 0.9957 0.8619
H -0.4073 -0.2544 1.8552
H 1.7076 -0.1802 0.7570
H -0.3114 -1.1975 -0.3542
H 1.0895 1.1781 -0.2119
H -1.0347 -0.3746 -2.2776
```

Computed properties:
**Charge**: 0
**Largest force on an atom**: 0.075 hartree/bohr
**Orbital gap**: 9.09 eV
**Energy**: -226.266109 Eh
**Relative energy (zero: lowest compared OMol25 entry of this formula, charge and spin)**: 126.4 kcal per mole